(1)
DFT (ωB97M-V/def2-TZVPD) results for C27H46BrN3OP2Pt as an isolated structure.

The value obtained for the HOMO energy (spin up / spin down) is -0.61576 / -0.71059 Ha. The lowest unoccupied orbital energy (spin up / spin down) comes out at -0.4720 / -0.5912 hartree. Its total energy is -127081.86745 eV. Its multiplicity is 5. The net charge is +4. Its expectation value of S² is 6.075.

Atoms and positions in Å:
N -4.958 -1.024 3.363
C -3.972 -0.274 3.870
C -3.329 0.694 3.094
C -3.615 0.749 1.698
C -4.759 0.072 1.241
C -5.345 -0.860 2.101
C -2.672 1.317 0.804
Pt 0.083 0.578 -1.913
P 2.348 0.504 -1.960
C -2.866 1.387 -0.558
C -2.020 2.131 -1.461
C -2.161 2.025 -2.903
C -1.099 2.526 -3.672
C -0.158 3.273 -2.978
C -0.228 3.720 -1.656
C -1.289 3.217 -0.914
Br 1.397 3.826 -4.053
H -1.688 1.623 1.199
H -3.415 0.559 -1.017
H -2.582 1.356 3.548
H -5.132 0.214 0.230
H -3.724 -0.480 4.923
H -6.164 -1.503 1.775
H -3.129 1.783 -3.352
H -1.636 3.677 0.019
H -0.966 2.444 -4.763
H 0.491 4.494 -1.343
P -0.244 -1.731 -1.002
C 2.688 2.028 -0.982
C 3.532 3.057 -1.685
H 3.146 1.711 -0.042
H 1.734 2.494 -0.705
H 3.603 3.931 -1.023
H 4.538 2.725 -1.976
H 2.996 3.397 -2.588
C 2.249 0.696 -3.784
C 3.507 0.770 -4.630
H 1.746 1.693 -3.842
H 1.498 0.016 -4.240
H 3.140 1.100 -5.612
H 4.242 1.503 -4.272
H 3.976 -0.212 -4.752
C 3.661 -0.711 -1.723
C 5.041 -0.090 -1.808
H 3.509 -1.454 -2.512
H 3.538 -1.232 -0.775
H 5.755 -0.914 -1.705
H 5.243 0.400 -2.769
H 5.223 0.625 -0.994
C 0.653 -2.826 0.227
C 2.099 -3.179 -0.011
H 0.091 -3.767 0.309
H 0.534 -2.309 1.187
H 2.292 -4.205 0.313
H 2.394 -3.127 -1.057
H 2.771 -2.552 0.577
C -0.148 -2.717 -2.554
C -1.020 -2.016 -3.598
H -0.441 -3.775 -2.412
H 0.909 -2.739 -2.871
H -0.647 -2.185 -4.613
H -2.063 -2.350 -3.575
H -1.000 -0.926 -3.415
C -1.960 -2.153 -0.347
C -2.055 -2.668 1.091
H -2.373 -2.916 -1.020
H -2.594 -1.265 -0.454
H -3.089 -2.855 1.396
H -1.516 -3.606 1.263
H -1.644 -1.941 1.797
C -0.155 -0.633 4.910
N 0.990 -0.611 4.019
C 0.974 -0.380 2.663
N 2.248 -0.231 2.142
O -0.046 -0.412 1.961
H -1.088 -0.783 4.347
H -0.193 0.309 5.486
H -0.010 -1.462 5.618
H 1.898 -0.509 4.456
H 2.343 0.285 1.274
H 3.009 -0.195 2.829

Mulliken population analysis, charges in e, atoms 1 to 5:
1. N 0.099
2. C -0.656
3. C -0.329
4. C 0.159
5. C -0.153

(2)
DFT (ωB97M-V/def2-TZVPD) results for C27H46BrN3OP2Zr as an isolated structure.

The value obtained for the HOMO energy is -0.73149 Ha. The lowest unoccupied orbital energy comes out at -0.5280 hartree. Its total energy is -125123.72433 eV. Its multiplicity is 1. The net charge is +4.

Atoms and positions in Å:
N -4.913 -0.987 3.125
C -3.989 -0.182 3.667
C -3.163 0.642 2.888
C -3.311 0.644 1.486
C -4.328 -0.165 0.942
C -5.115 -0.942 1.804
C -2.403 1.443 0.639
Zr -0.139 0.473 -0.207
P 2.179 0.654 -1.455
C -2.411 1.316 -0.763
C -1.729 2.274 -1.648
C -1.840 2.140 -3.072
C -0.987 2.850 -3.890
C -0.006 3.632 -3.278
C -0.037 4.001 -1.950
C -0.908 3.286 -1.101
Br 1.537 4.153 -4.430
H -1.928 2.294 1.167
H -3.047 0.583 -1.270
H -2.408 1.266 3.371
H -4.534 -0.220 -0.128
H -3.887 -0.181 4.757
H -5.930 -1.561 1.412
H -2.584 1.454 -3.481
H -0.998 3.569 -0.042
H -1.019 2.783 -4.979
H 0.613 4.790 -1.567
P -0.499 -2.114 -0.539
C 2.787 2.262 -0.798
C 3.507 3.184 -1.775
H 3.429 2.033 0.067
H 1.907 2.800 -0.401
H 3.786 4.110 -1.247
H 4.421 2.745 -2.204
H 2.840 3.481 -2.604
C 1.798 0.899 -3.228
C 2.910 0.903 -4.286
H 1.306 1.873 -3.254
H 1.026 0.160 -3.500
H 2.438 1.144 -5.251
H 3.676 1.668 -4.111
H 3.399 -0.074 -4.391
C 3.581 -0.505 -1.439
C 4.982 0.066 -1.633
H 3.349 -1.238 -2.228
H 3.524 -1.052 -0.481
H 5.693 -0.766 -1.553
H 5.119 0.518 -2.623
H 5.262 0.807 -0.873
C 0.490 -3.471 0.264
C 1.988 -3.443 0.038
H 0.072 -4.432 -0.077
H 0.271 -3.419 1.338
H 2.434 -4.399 0.344
H 2.253 -3.280 -1.013
H 2.460 -2.658 0.638
C -0.315 -2.596 -2.320
C -1.259 -1.862 -3.268
H -0.494 -3.688 -2.374
H 0.741 -2.434 -2.601
H -1.137 -2.246 -4.288
H -2.303 -2.007 -2.976
H -1.059 -0.784 -3.296
C -2.186 -2.814 -0.195
C -2.450 -3.159 1.263
H -2.327 -3.703 -0.829
H -2.907 -2.063 -0.548
H -3.494 -3.482 1.391
H -1.814 -3.977 1.626
H -2.307 -2.283 1.909
C -0.244 -0.249 4.255
N 1.125 -0.094 3.782
C 1.526 0.116 2.539
N 2.849 0.260 2.317
O 0.708 0.232 1.542
H -0.917 -0.473 3.423
H -0.575 0.653 4.783
H -0.270 -1.073 4.978
H 1.873 -0.153 4.464
H 3.178 0.382 1.361
H 3.486 0.244 3.108

Mulliken population analysis, charges in e, atoms 1 to 5:
1. N -0.391
2. C -0.707
3. C -0.558
4. C 0.187
5. C -0.392

(3)
DFT (ωB97M-V/def2-TZVPD) results for C27H47As3Cl2GeO2PdSi2 as an isolated structure.

The value obtained for the HOMO energy (spin up / spin down) is -0.23305 / -0.27212 Ha. The lowest unoccupied orbital energy (spin up / spin down) comes out at 0.0148 / -0.0493 hartree. Its total energy is -316166.79545 eV. Its multiplicity is 5. Its expectation value of S² is 6.018.

Atoms and positions in Å:
Pd -0.305 0.157 -0.500
Cl -4.590 6.321 -0.564
C -3.686 4.885 -0.159
C -3.164 4.746 1.139
C -2.444 3.641 1.475
Cl -1.815 3.496 3.086
C -2.145 2.575 0.548
O -1.402 1.618 0.902
C -2.766 2.729 -0.737
C -2.752 1.706 -1.745
O -2.312 0.558 -1.656
C -3.496 3.893 -1.070
H -3.333 5.522 1.875
H -3.234 1.996 -2.696
H -3.923 3.979 -2.062
C -0.160 -1.583 -4.020
As -0.369 -1.826 -2.107
C 0.581 -3.509 -1.850
C -2.190 -2.524 -1.965
C -2.779 -3.155 -3.059
C -4.053 -3.694 -2.965
C -4.747 -3.614 -1.766
C -4.162 -2.991 -0.674
C -2.887 -2.436 -0.758
As -2.119 -1.506 0.797
C -3.693 -0.531 1.405
C -2.180 -2.998 2.068
H -0.121 -2.541 -4.538
H 0.766 -1.038 -4.189
H -0.992 -0.988 -4.394
H 0.025 -4.308 -2.338
H 0.658 -3.719 -0.783
H 1.581 -3.440 -2.272
H -2.248 -3.223 -4.000
H -4.502 -4.173 -3.826
H -5.742 -4.033 -1.682
H -4.720 -2.927 0.254
H -4.416 -1.207 1.861
H -4.141 -0.023 0.553
H -3.372 0.217 2.128
H -3.090 -3.578 1.920
H -2.171 -2.592 3.080
H -1.313 -3.644 1.937
C 0.760 4.321 0.261
Ge 1.648 3.200 -1.068
C 3.304 2.556 -0.233
C 2.172 4.332 -2.577
C 0.542 1.751 -1.678
H 1.478 5.043 0.654
H 0.389 3.708 1.084
H -0.081 4.863 -0.175
H 4.028 3.371 -0.168
H 3.747 1.747 -0.816
H 3.113 2.192 0.780
H 2.801 5.158 -2.239
H 1.285 4.749 -3.057
H 2.725 3.755 -3.320
H 0.018 1.868 -2.629
C 0.069 0.357 3.742
Si 1.562 -0.598 3.193
C 1.395 -2.386 3.696
C 3.125 0.123 3.910
As 1.629 -0.383 0.846
Si 3.647 -1.308 0.075
C 3.746 -3.104 0.569
C 5.111 -0.392 0.797
C 3.617 -1.129 -1.792
H -0.124 0.202 4.807
H -0.817 0.059 3.176
H 0.193 1.426 3.558
H 1.585 -2.462 4.771
H 2.091 -3.047 3.179
H 0.381 -2.744 3.504
H 3.019 0.242 4.992
H 3.337 1.105 3.481
H 3.986 -0.523 3.723
H 3.934 -3.202 1.640
H 4.574 -3.583 0.036
H 2.829 -3.647 0.334
H 4.853 0.133 1.716
H 5.489 0.349 0.091
H 5.918 -1.095 1.024
H 3.813 -2.083 -2.285
H 4.379 -0.417 -2.118
H 2.652 -0.748 -2.135

Mulliken population analysis, charges in e, atoms 1 to 5:
1. Pd -0.700
2. Cl -0.249
3. C 0.031
4. C -0.498
5. C 0.427